Entry 1:
{"formula": "C21H38Al2BrClF7N4NaO6P", "method": "ωB97M-V/def2-TZVPD", "symbols": ["C", "C", "O", "O", "C", "C", "C", "C", "C", "C", "C", "N", "C", "O", "N", "C", "C", "C", "C", "C", "N", "H", "H", "H", "H", "H", "H", "H", "H", "H", "H", "H", "H", "H", "H", "H", "H", "H", "H", "H", "H", "H", "H", "H", "H", "H", "H", "H", "Na", "N", "C", "C", "C", "C", "H", "H", "H", "H", "H", "O", "H", "H", "F", "Al", "Br", "O", "C", "C", "O", "H", "H", "H", "H", "Al", "F", "P", "F", "F", "F", "F", "F", "Cl"], "xyz": [[1.777, 3.638, -2.174], [2.125, 2.946, -0.957], [2.302, 3.509, 0.066], [2.287, 1.643, -0.997], [1.226, 0.949, -0.200], [1.347, -0.507, -0.390], [0.983, -0.959, -1.763], [-0.450, -1.302, -2.016], [-1.298, -0.074, -2.337], [-2.647, 0.066, -1.604], [-2.466, 0.419, -0.146], [-3.598, 0.062, 0.727], [-3.455, -1.238, -1.691], [-3.390, -2.235, -0.993], [-4.320, -1.228, -2.698], [-4.135, 0.053, -3.436], [-3.485, 1.009, -2.469], [-2.750, 2.011, -3.355], [-4.589, 1.852, -1.792], [-5.662, 1.140, -1.060], [-6.575, 1.805, -0.567], [0.759, 3.388, -2.402], [1.921, 4.682, -2.072], [2.362, 3.236, -2.976], [1.392, 1.158, 0.839], [0.274, 1.362, -0.460], [0.748, -1.016, 0.321], [2.368, -0.770, -0.174], [1.373, -0.320, -2.521], [1.547, -1.967, -1.904], [-0.461, -1.967, -2.851], [-0.844, -1.837, -1.178], [-0.683, 0.790, -2.179], [-1.488, -0.153, -3.382], [-2.194, 1.451, -0.021], [-1.633, -0.140, 0.223], [-4.111, 0.898, 0.943], [-3.227, -0.326, 1.575], [-5.264, -1.370, -2.391], [-5.108, 0.316, -3.790], [-3.469, -0.242, -4.322], [-2.002, 2.525, -2.766], [-3.412, 2.745, -3.750], [-2.264, 1.538, -4.173], [-4.134, 2.612, -1.176], [-5.081, 2.367, -2.582], [-5.670, 0.079, -0.915], [-7.234, 1.194, -0.105], [-4.026, -3.700, 0.120], [3.373, 1.411, 2.848], [4.392, 1.888, 3.624], [4.498, 1.022, 4.684], [3.521, -0.004, 4.538], [2.844, 0.262, 3.393], [3.027, 1.823, 1.983], [4.941, 2.780, 3.370], [5.199, 1.129, 5.492], [3.335, -0.837, 5.197], [2.031, -0.262, 2.916], [-7.641, -5.093, -0.204], [-7.889, -5.917, -0.634], [-8.463, -4.596, -0.152], [1.564, -0.858, -4.441], [6.279, -0.077, 6.116], [2.198, -3.222, -3.120], [7.740, 1.309, 0.639], [7.537, 1.585, 1.796], [8.566, 0.434, 2.779], [8.334, 0.716, 3.947], [6.532, 1.396, 2.228], [7.877, 2.561, 2.189], [9.581, 0.601, 2.386], [8.273, -0.561, 2.407], [4.314, 2.207, 0.281], [-0.718, -2.671, 3.275], [-0.397, -4.265, 3.684], [0.225, -5.713, 3.209], [-1.496, -5.150, 4.539], [-1.444, -4.450, 2.402], [-0.166, -3.651, 5.216], [1.192, -3.848, 3.436], [-2.826, -0.041, -6.099]], "lumo_energy_ev": -6.2518, "e_tot_ha": -6214.63048, "charge": 1}

=====

Entry 2:
{"formula": "C45H28Cl3N5RuSi", "method": "ωB97M-V/def2-TZVPD", "symbols": ["Ru", "C", "C", "C", "C", "C", "C", "C", "C", "C", "C", "C", "N", "C", "C", "C", "C", "C", "C", "C", "C", "C", "C", "C", "C", "C", "N", "C", "C", "C", "C", "C", "C", "C", "C", "C", "C", "C", "C", "N", "C", "C", "N", "C", "C", "C", "C", "C", "C", "H", "H", "H", "H", "H", "H", "H", "H", "H", "H", "H", "H", "H", "H", "H", "H", "H", "H", "H", "H", "H", "H", "H", "H", "H", "H", "H", "H", "Cl", "Si", "Cl", "Cl", "N", "C"], "xyz": [[-0.011, 0.150, 0.084], [-3.469, 2.122, 6.072], [-3.982, 2.043, 4.783], [-3.143, 2.068, 3.694], [-1.741, 2.147, 3.849], [-1.242, 2.203, 5.164], [-2.094, 2.215, 6.247], [-0.911, 2.054, 2.689], [0.435, 1.505, 2.723], [1.533, 1.851, 3.512], [2.569, 0.977, 3.183], [2.069, 0.087, 2.213], [0.789, 0.479, 1.891], [2.683, -1.071, 1.680], [2.065, -1.913, 0.716], [2.352, -3.283, 0.502], [1.471, -3.739, -0.453], [0.685, -2.634, -0.855], [-0.256, -2.595, -1.900], [-0.598, -3.851, -2.585], [-1.927, -4.279, -2.583], [-2.282, -5.475, -3.175], [-1.318, -6.264, -3.783], [0.003, -5.849, -3.792], [0.362, -4.652, -3.200], [-0.875, -1.413, -2.355], [-0.882, -0.220, -1.697], [-1.451, 0.717, -2.509], [-1.714, 2.043, -2.124], [-2.000, 3.028, -3.174], [-3.051, 2.911, -4.079], [-3.163, 3.789, -5.142], [-2.227, 4.793, -5.322], [-1.191, 4.931, -4.411], [-1.086, 4.070, -3.337], [-1.680, 2.496, -0.779], [-2.362, 3.611, -0.255], [-2.244, 3.553, 1.126], [-1.443, 2.431, 1.418], [-1.110, 1.808, 0.259], [-1.768, 0.104, -3.755], [-1.455, -1.223, -3.640], [1.045, -1.543, -0.098], [3.983, -1.494, 2.177], [4.968, -1.913, 1.276], [6.206, -2.321, 1.723], [6.498, -2.318, 3.079], [5.528, -1.912, 3.984], [4.281, -1.515, 3.542], [-4.134, 2.099, 6.924], [-5.051, 1.956, 4.641], [-3.553, 1.963, 2.702], [-0.178, 2.250, 5.326], [-1.688, 2.297, 7.247], [1.605, 2.684, 4.186], [3.576, 1.010, 3.554], [3.093, -3.851, 1.030], [1.374, -4.742, -0.819], [-2.670, -3.676, -2.083], [-3.312, -5.805, -3.158], [-1.599, -7.197, -4.250], [0.759, -6.462, -4.264], [1.389, -4.316, -3.223], [-3.782, 2.128, -3.946], [-3.974, 3.671, -5.846], [-2.301, 5.457, -6.170], [-0.443, 5.698, -4.551], [-0.265, 4.159, -2.640], [-2.889, 4.347, -0.830], [-2.639, 4.245, 1.848], [-2.176, 0.608, -4.609], [-1.561, -1.985, -4.387], [4.759, -1.880, 0.218], [6.949, -2.646, 1.008], [7.476, -2.628, 3.421], [5.743, -1.908, 5.044], [3.514, -1.246, 4.253], [1.881, 1.478, -3.112], [1.744, 1.460, -1.007], [3.772, 1.089, -0.523], [1.673, 3.534, -0.601], [-2.409, -1.565, 1.216], [-1.535, -0.935, 0.818]], "lumo_energy_ev": [0.9071, 0.9695], "e_tot_ha": -3770.66362, "multiplicity": 2, "charge": -1}

=====

Entry 3:
{"formula": "C30H42F5N4PS4SbZr", "method": "ωB97M-V/def2-TZVPD", "symbols": ["Zr", "C", "C", "C", "C", "C", "C", "C", "C", "C", "H", "H", "H", "H", "H", "H", "H", "H", "H", "H", "H", "H", "S", "Sb", "S", "S", "S", "N", "P", "N", "C", "C", "C", "C", "C", "N", "C", "C", "C", "C", "C", "N", "C", "C", "C", "C", "C", "H", "H", "H", "H", "H", "H", "H", "H", "H", "H", "H", "H", "H", "H", "H", "H", "H", "H", "H", "H", "H", "H", "H", "H", "H", "H", "H", "H", "H", "H", "F", "C", "C", "C", "F", "C", "F", "C", "F", "C", "F"], "xyz": [[1.555, 0.414, -1.042], [3.109, -0.305, 2.529], [3.279, -0.605, 1.066], [2.692, -1.755, 0.516], [2.928, -2.087, -0.806], [2.254, -3.308, -1.368], [3.772, -1.271, -1.569], [4.383, -0.127, -1.054], [5.309, 0.736, -1.855], [4.046, 0.237, 0.262], [2.191, -0.750, 2.923], [3.129, 0.792, 2.710], [3.961, -0.717, 3.064], [2.043, -2.366, 1.120], [1.174, -3.106, -1.405], [2.434, -4.160, -0.695], [2.632, -3.613, -2.331], [3.969, -1.528, -2.613], [4.843, 1.709, -2.098], [5.567, 0.263, -2.791], [6.239, 0.979, -1.329], [4.455, 1.151, 0.716], [5.544, 3.800, -0.287], [3.811, 4.589, 0.879], [0.341, 2.385, -1.678], [2.352, 2.801, -1.306], [3.464, 3.482, 2.861], [-0.011, -0.232, 0.011], [-1.385, 0.097, 0.683], [-2.810, 0.159, -0.191], [-2.973, 1.240, -1.150], [-2.714, 0.830, -2.611], [-3.494, -0.402, -2.947], [-3.224, -1.504, -1.951], [-3.583, -1.036, -0.536], [-1.261, 1.533, 1.461], [-2.449, 2.299, 1.935], [-1.960, 3.698, 2.354], [-1.009, 3.634, 3.525], [-0.216, 2.339, 3.516], [0.042, 1.931, 2.070], [-1.792, -1.217, 1.699], [-0.628, -1.863, 2.336], [-1.088, -2.801, 3.476], [-2.431, -3.425, 3.159], [-3.462, -2.337, 3.158], [-2.877, -1.007, 2.651], [-2.361, 2.081, -0.904], [-4.042, 1.560, -1.077], [-1.634, 0.665, -2.764], [-2.983, 1.662, -3.269], [-3.247, -0.754, -3.954], [-4.569, -0.208, -2.983], [-2.175, -1.843, -2.033], [-3.870, -2.330, -2.236], [-3.412, -1.814, 0.167], [-4.636, -0.745, -0.487], [-2.956, 1.791, 2.767], [-3.169, 2.337, 1.129], [-2.844, 4.308, 2.591], [-1.483, 4.155, 1.478], [-1.541, 3.737, 4.452], [-0.343, 4.517, 3.475], [-0.735, 1.528, 4.036], [0.737, 2.510, 4.047], [0.724, 1.072, 1.986], [0.524, 2.781, 1.547], [0.101, -1.133, 2.668], [-0.168, -2.492, 1.547], [-1.156, -2.281, 4.421], [-0.328, -3.564, 3.615], [-2.676, -4.231, 3.838], [-2.395, -3.883, 2.163], [-3.861, -2.182, 4.185], [-4.343, -2.613, 2.585], [-2.501, -0.458, 3.519], [-3.648, -0.388, 2.173], [3.291, 1.014, -3.757], [2.200, 0.399, -4.244], [1.378, -0.337, -3.387], [0.423, -1.090, -4.024], [-0.361, -1.938, -3.297], [0.203, -1.077, -5.400], [-0.679, -1.886, -5.998], [0.955, -0.220, -6.194], [0.777, -0.130, -7.499], [1.965, 0.528, -5.594], [2.685, 1.375, -6.348]], "lumo_energy_ev": 2.1920, "e_tot_ha": -4108.35640, "charge": -1}